--- w ---
DFT (ωB97M-V/def2-TZVPD) results for a 2-piece molecular cluster, C6H16O2 overall.

```
! RIJCOSX wB97M-V def2-TZVPD def2/J DEFGRID3
* xyz 0 1
C 1.724 1.024 -1.469
C 0.357 0.374 -1.275
C 0.118 -0.325 0.067
C 0.205 0.611 1.250
C 0.464 -0.117 2.601
C -0.873 -0.574 3.154
O -0.740 -1.827 3.832
H 2.102 0.843 -2.473
H 1.733 2.107 -1.327
H 2.471 0.683 -0.753
H 0.231 -0.407 -2.023
H -0.420 1.102 -1.517
H -0.861 -0.788 0.023
H 0.831 -1.140 0.152
H 1.013 1.344 1.121
H -0.638 1.293 1.410
H 1.252 -0.860 2.529
H 0.812 0.728 3.205
H -1.496 -0.825 2.299
H -1.356 0.199 3.750
H -1.408 -1.982 4.500
O -1.993 -0.631 -6.025
H -1.489 -1.108 -6.689
H -2.039 0.275 -6.344
*
```

LUMO level = 0.034 Ha
orbital gap = 0.3997 Ha
SMILES string = CCCCCCO.O

Results of the Löwdin charge analysis, in e, for atoms 1 through 8:
1 C -0.120
2 C -0.264
3 C -0.225
4 C -0.227
5 C -0.178
6 C -0.264
7 O -0.077
8 H 0.064

--- x ---
DFT (ωB97M-V/def2-TZVPD) results for a 2-piece molecular cluster, C6H16O2 overall.

```
! RIJCOSX wB97M-V def2-TZVPD def2/J DEFGRID3
* xyz 0 1
C 1.985 -0.303 -1.123
C 2.219 1.231 -1.330
O 1.225 1.834 -0.483
C 0.996 3.210 -0.819
H 1.882 -0.567 -0.056
H 2.856 -0.839 -1.535
H 1.080 -0.639 -1.657
H 2.127 1.557 -2.384
H 3.243 1.476 -0.990
H 1.935 3.743 -0.595
H 0.203 3.603 -0.160
H 0.717 3.413 -1.866
C -2.564 -0.615 2.419
C -1.484 -1.019 1.400
O -2.170 -1.833 0.411
C -1.211 -2.594 -0.350
H -3.387 -0.025 1.981
H -2.111 -0.031 3.238
H -2.983 -1.545 2.839
H -0.680 -1.601 1.891
H -1.013 -0.152 0.898
H -0.347 -1.933 -0.529
H -1.667 -2.848 -1.322
H -0.851 -3.524 0.122
*
```

LUMO level = 0.037 Ha
orbital gap = 0.3913 Ha
SMILES string = CCOC.CCOC

Results of the Löwdin charge analysis, in e, for atoms 1 through 8:
1 C -0.080
2 C -0.269
3 O -0.228
4 C -0.115
5 H 0.075
6 H 0.071
7 H 0.062
8 H 0.116

--- y ---
DFT (ωB97M-V/def2-TZVPD) results for a 2-piece molecular cluster, C6H16O2 overall.

```
! RIJCOSX wB97M-V def2-TZVPD def2/J DEFGRID3
* xyz 0 1
C 2.441 2.630 -0.293
C 1.321 1.631 -0.486
C 0.813 1.714 -1.948
O 1.860 0.310 -0.313
H 3.200 2.639 -1.074
H 2.945 2.587 0.677
H 2.019 3.647 -0.256
H 0.537 1.773 0.252
H 0.455 2.733 -2.135
H 0.031 0.969 -2.072
H 1.604 1.586 -2.686
H 2.594 0.135 -0.900
C -2.987 -2.104 0.642
C -1.670 -1.400 0.993
C -0.627 -2.421 1.408
O -1.226 -0.664 -0.140
H -3.302 -2.697 1.498
H -2.778 -2.772 -0.195
H -3.726 -1.360 0.357
H -1.880 -0.767 1.862
H -0.896 -2.930 2.340
H 0.388 -2.052 1.587
H -0.472 -3.197 0.652
H -0.644 0.010 0.230
*
```

LUMO level = 0.035 Ha
orbital gap = 0.4033 Ha
SMILES string = CC(C)O.CC(C)O

Results of the Löwdin charge analysis, in e, for atoms 1 through 8:
1 C -0.078
2 C -0.470
3 C -0.051
4 O -0.069
5 H 0.081
6 H 0.080
7 H 0.083
8 H 0.131

--- z ---
DFT (ωB97M-V/def2-TZVPD) results for a 2-piece molecular cluster, C6H16O2 overall.

```
! RIJCOSX wB97M-V def2-TZVPD def2/J DEFGRID3
* xyz 0 1
C 0.196 -1.153 1.582
C 0.828 -0.549 0.247
C 1.674 -1.628 -0.390
C -0.372 0.030 -0.513
C -0.083 1.210 -1.439
C 0.591 2.430 -0.770
O -0.459 2.942 0.099
H 1.046 -1.545 2.149
H -0.528 -1.894 1.251
H -0.430 -0.379 2.019
H 1.539 0.233 0.574
H 2.112 -1.277 -1.318
H 1.206 -2.613 -0.512
H 2.549 -1.744 0.256
H -1.266 0.225 0.109
H -0.731 -0.844 -1.075
H 0.292 0.818 -2.392
H -0.979 1.701 -1.845
H 1.425 2.258 -0.103
H 0.980 3.151 -1.488
H -1.273 2.466 -0.043
O -2.768 -1.515 1.566
H -3.196 -1.650 0.708
H -2.353 -0.674 1.328
*
```

LUMO level = 0.022 Ha
orbital gap = 0.4041 Ha
SMILES string = CC(C)CCCO.O

Results of the Löwdin charge analysis, in e, for atoms 1 through 8:
1 C -0.065
2 C -0.410
3 C -0.089
4 C -0.196
5 C -0.180
6 C -0.212
7 O -0.086
8 H 0.082

Energetically preferred structure: y | next structure: +21.9 kJ/mol

--- w ---
DFT (ωB97M-V/def2-TZVPD) results for C16H25NO in the gas phase.

```
! RIJCOSX wB97M-V def2-TZVPD def2/J DEFGRID3
* xyz 0 1
C -0.164 -4.869 -2.991
C -0.686 -3.627 -2.331
C 0.171 -2.587 -2.008
C -0.295 -1.435 -1.398
C -1.645 -1.301 -1.099
O -2.221 -0.205 -0.514
C -1.402 0.853 -0.078
C -0.635 0.509 1.211
N 0.517 1.370 1.367
C 1.560 0.762 2.170
C 2.808 1.642 2.293
C 3.105 2.462 1.036
C 2.398 3.818 1.038
C 0.892 3.723 0.807
C 0.193 2.737 1.746
C -2.529 -2.342 -1.420
C -3.983 -2.189 -1.100
C -2.034 -3.481 -2.028
H 0.621 -5.322 -2.386
H 0.263 -4.631 -3.965
H -0.959 -5.598 -3.130
H 1.225 -2.674 -2.233
H 0.407 -0.651 -1.162
H -2.093 1.684 0.087
H -0.687 1.151 -0.853
H -0.283 -0.522 1.125
H -1.323 0.551 2.073
H 1.203 0.505 3.185
H 1.834 -0.173 1.671
H 3.652 0.983 2.510
H 2.709 2.320 3.142
H 4.181 2.641 0.980
H 2.810 1.896 0.153
H 2.587 4.313 1.994
H 2.828 4.446 0.255
H 0.451 4.714 0.935
H 0.703 3.399 -0.217
H 0.473 2.943 2.787
H -0.886 2.886 1.664
H -4.537 -3.084 -1.372
H -4.396 -1.337 -1.637
H -4.114 -1.995 -0.037
H -2.721 -4.280 -2.273
*
```

LUMO level = 0.035 Ha
orbital gap = 0.3299 Ha
SMILES string = Cc1ccc(OCCN2CCCCCC2)c(C)c1

Results of the Löwdin charge analysis, in e, for atoms 1 through 8:
1 C -0.057
2 C -0.288
3 C -0.048
4 C -0.016
5 C -0.230
6 O -0.048
7 C -0.173
8 C -0.172

--- x ---
DFT (ωB97M-V/def2-TZVPD) results for C16H25NO in the gas phase.

```
! RIJCOSX wB97M-V def2-TZVPD def2/J DEFGRID3
* xyz 0 1
C -4.286 -2.343 0.277
C -4.423 -1.023 -0.484
C -5.748 -0.336 -0.144
C -3.255 -0.114 -0.194
C -3.002 0.357 1.091
C -1.929 1.181 1.347
C -1.061 1.567 0.323
O -0.055 2.403 0.709
C 0.986 2.771 -0.170
C 2.210 1.861 -0.043
C 1.974 0.450 -0.614
N 3.024 -0.511 -0.393
C 4.339 -0.210 -0.918
C 5.185 -1.333 -0.332
C 4.651 -1.416 1.099
C 3.174 -1.020 0.965
C -1.307 1.104 -0.963
C -2.391 0.277 -1.205
H -5.101 -3.015 0.017
H -4.310 -2.173 1.351
H -3.344 -2.827 0.028
H -4.422 -1.247 -1.557
H -6.585 -0.977 -0.414
H -5.810 -0.122 0.920
H -5.839 0.601 -0.688
H -3.650 0.076 1.907
H -1.734 1.547 2.344
H 0.644 2.817 -1.209
H 1.264 3.785 0.140
H 2.470 1.789 1.015
H 3.040 2.337 -0.569
H 1.065 0.030 -0.176
H 1.827 0.526 -1.697
H 4.310 -0.217 -2.010
H 4.731 0.766 -0.585
H 6.252 -1.128 -0.375
H 4.977 -2.260 -0.865
H 4.774 -2.408 1.530
H 5.177 -0.701 1.734
H 2.509 -1.883 1.083
H 2.897 -0.281 1.728
H -0.667 1.370 -1.789
H -2.561 -0.071 -2.214
*
```

LUMO level = 0.034 Ha
orbital gap = 0.3305 Ha
SMILES string = CC(C)c1ccc(OCCCN2CCCC2)cc1

Results of the Löwdin charge analysis, in e, for atoms 1 through 8:
1 C -0.068
2 C -0.394
3 C -0.069
4 C -0.228
5 C -0.032
6 C 0.004
7 C -0.277
8 O -0.044

Energetically preferred structure: w | next structure: +14.1 kJ/mol

--- w ---
DFT (ωB97M-V/def2-TZVPD) results for a 2-piece molecular cluster, CH5O2 overall.

```
! RIJCOSX wB97M-V def2-TZVPD def2/J DEFGRID3
* xyz -1 1
C 0.507 0.093 -1.357
O -0.600 -0.235 -0.630
H 1.401 -0.453 -0.989
H 0.752 1.174 -1.361
H 0.423 -0.217 -2.412
H 0.389 0.852 1.762
H -0.322 -0.109 0.905
O -0.070 0.013 1.898
*
```

LUMO level = 0.179 Ha
orbital gap = 0.2782 Ha

Löwdin analysis output, partial charges in e:
1 C -0.438
2 O -0.416
3 H 0.038
4 H 0.032
5 H 0.026
6 H -0.014
7 H -0.036
8 O -0.192

--- x ---
DFT (ωB97M-V/def2-TZVPD) results for a 2-piece molecular cluster, CH5O2 overall.

```
! RIJCOSX wB97M-V def2-TZVPD def2/J DEFGRID3
* xyz -1 1
C -0.300 -0.591 -0.904
O 0.250 -0.760 0.341
H -0.289 -1.549 -1.464
H -1.405 -0.394 -0.836
H 0.201 0.242 -1.441
H 0.562 1.638 0.992
H 0.377 0.222 1.468
O 0.605 1.193 1.845
*
```

LUMO level = 0.179 Ha
orbital gap = 0.2787 Ha

Löwdin analysis output, partial charges in e:
1 C -0.412
2 O -0.426
3 H 0.029
4 H 0.037
5 H 0.038
6 H -0.027
7 H -0.009
8 O -0.230

Energetically preferred structure: w | next structure: +22.5 kJ/mol

--- w ---
DFT (ωB97M-V/def2-TZVPD) results for C6H14O3 as an isolated structure.

```
! RIJCOSX wB97M-V def2-TZVPD def2/J DEFGRID3
* xyz 0 1
C 1.739 0.427 0.028
C 2.957 -0.269 0.572
O 1.662 1.700 0.114
O 0.394 -0.207 1.054
H 0.247 1.936 -0.206
H 0.585 0.281 1.869
H 1.357 -0.046 -0.891
H 3.782 -0.137 -0.133
H 2.768 -1.337 0.688
H 3.243 0.162 1.532
C -1.891 -0.670 -0.081
C -1.278 -1.244 -1.356
C -1.264 0.604 0.423
C -0.956 1.727 -0.407
O -1.951 -1.644 0.948
H -1.040 -1.739 1.265
H -2.934 -0.390 -0.284
H -1.582 0.825 1.438
H -1.286 -0.524 -2.175
H -0.249 -1.549 -1.168
H -1.848 -2.123 -1.657
H -1.018 1.566 -1.480
H -1.437 2.652 -0.093
*
```

LUMO level = 0.020 Ha
orbital gap = 0.3412 Ha

Results of the Löwdin charge analysis, in e, for atoms 1 through 8:
1 C -0.442
2 C -0.039
3 O -0.111
4 O -0.134
5 H 0.098
6 H 0.091
7 H 0.123
8 H 0.088

--- x ---
DFT (ωB97M-V/def2-TZVPD) results for C6H14O3 in the gas phase.

```
! RIJCOSX wB97M-V def2-TZVPD def2/J DEFGRID3
* xyz 0 1
C -2.907 0.645 0.389
C -1.622 0.191 1.054
C -0.258 -0.276 -0.122
C -0.418 0.375 -1.480
O -0.270 -1.657 -0.177
C 0.782 0.271 0.735
C 2.339 -0.073 -0.140
O 3.294 0.144 0.862
O 2.483 -1.348 -0.712
H -3.131 -0.007 -0.456
H -3.747 0.638 1.088
H -2.815 1.670 0.026
H -1.368 0.876 1.863
H -1.792 -0.769 1.543
H -1.338 0.030 -1.951
H 0.387 0.066 -2.146
H -0.430 1.457 -1.390
H 0.152 -1.964 -0.989
H 0.931 -0.265 1.668
H 0.768 1.350 0.824
H 2.467 0.635 -0.970
H 4.181 0.009 0.498
H 2.313 -1.998 -0.016
*
```

LUMO level = 0.028 Ha
orbital gap = 0.3433 Ha
SMILES string = CC[C@](C)(O)CC(O)O

Results of the Löwdin charge analysis, in e, for atoms 1 through 8:
1 C -0.141
2 C -0.129
3 C -0.542
4 C -0.024
5 O -0.005
6 C -0.043
7 C -0.382
8 O -0.028

Energetically preferred structure: x | next structure: +109.4 kJ/mol

--- w ---
DFT (ωB97M-V/def2-TZVPD) results for CH4INP2 in the gas phase.

```
! RIJCOSX wB97M-V def2-TZVPD def2/J DEFGRID3
* xyz 0 1
C 0.186 0.350 -1.944
P 1.176 -0.164 -0.391
N 0.168 0.022 0.766
P -0.372 0.383 2.284
I 0.620 -1.218 3.897
H 0.324 1.102 -2.713
H -0.814 0.564 -1.617
H 0.327 -0.594 -2.595
H -1.614 -0.445 2.313
*
```

LUMO level = -0.030 Ha
orbital gap = 0.2929 Ha
SMILES string = C/P=N/PI

Results of the Löwdin charge analysis, in e, for atoms 1 through 8:
1 C -0.356
2 P 0.814
3 N -0.800
4 P 0.273
5 I 0.138
6 H 0.013
7 H -0.003
8 H 0.037

--- x ---
DFT (ωB97M-V/def2-TZVPD) results for CH4INP2 in the gas phase.

```
! RIJCOSX wB97M-V def2-TZVPD def2/J DEFGRID3
* xyz 0 1
C 1.885 -0.019 -0.314
P 0.826 1.440 0.188
N -0.619 0.774 0.029
P -1.847 -0.269 -0.054
I -4.648 -0.436 0.154
H 2.416 -0.276 0.505
H 2.691 0.204 -1.117
H 1.275 -0.789 -0.705
H -1.979 -0.629 1.314
*
```

LUMO level = -0.063 Ha
orbital gap = 0.2332 Ha
SMILES string = C/P=N\PI

Results of the Löwdin charge analysis, in e, for atoms 1 through 8:
1 C -0.339
2 P 0.868
3 N -0.747
4 P 0.448
5 I -0.122
6 H -0.035
7 H 0.074
8 H -0.001

Energetically preferred structure: w | next structure: +99.3 kJ/mol